# 1
DFT (ωB97M-V/def2-TZVPD) results for a cluster of 4 separate species, CH9O4 in total in a non-equilibrium geometry.

Each line ends with the natural charge from an NBO analysis.
Atoms and positions in Å:
O  0.3683  -0.4698  0.7266  -0.8252
O  -1.2285  2.0371  -2.1640  -1.0252
O  0.7696  -2.7438  2.5671  -0.9753
O  -1.3181  -0.4767  -1.3538  -1.2623
C  0.9724  0.7487  0.4676  -0.2283
H  -2.0293  2.1668  -2.6389  0.4377
H  1.3765  1.1783  1.4106  0.1310
H  -1.3703  1.1353  -1.7405  0.5167
H  0.6202  -2.2964  1.7149  0.5061
H  -0.8110  -0.7750  -2.0917  0.4160
H  0.6760  -2.0274  3.2005  0.4603
H  -0.2501  -0.6862  -0.0597  0.5308
H  1.9015  0.6790  -0.1219  0.1326
H  0.3228  1.5300  0.0830  0.1851

Results
* charge: -1
* 2S+1: 1
* relative energy (zero: lowest compared OMol25 entry of this formula, charge and spin): 9.5 kcal per mole
* electronic energy: -344.47987 hartree
* orbital gap: 8.32 eV

=====

# 2
DFT (ωB97M-V/def2-TZVPD) results for a cluster of 4 separate species, CH9O4 in total.

Each line ends with the natural charge from an NBO analysis.
Atoms and positions in Å:
O  -1.4987  -3.9512  1.9232  -0.9427
O  1.0955  2.3872  -1.5894  -0.7033
O  1.2344  1.0224  0.6800  -0.4199
O  -0.3179  -1.2913  0.7913  -0.9624
C  -0.2571  2.3846  -1.9852  -0.2531
H  -0.5322  1.6527  -2.7454  0.1676
H  -0.4775  3.3976  -2.3271  0.1854
H  -0.9921  -3.1265  1.9111  0.4822
H  0.3646  1.3664  0.9614  0.4365
H  0.2933  -0.5310  0.7591  0.4702
H  -0.4995  -1.3905  -0.1518  0.4693
H  -0.9589  2.2247  -1.1560  0.1487
H  -0.8707  -4.5201  1.4579  0.4588
H  1.2334  1.8794  -0.7862  0.4627

Results
* charge: 0
* 2S+1: 2
* relative energy (zero: lowest compared OMol25 entry of this formula, charge and spin): 11.0 kcal per mole
* electronic energy: -344.32822 hartree
* orbital gap (alpha / beta): 11.13 / 6.84 eV

=====

# 3
DFT (ωB97M-V/def2-TZVPD) results for a cluster of 5 separate species, CH9O6 in total in a non-equilibrium geometry.

Each line ends with the natural charge from an NBO analysis.
Atoms and positions in Å:
O  1.8047  -0.6892  -0.5620  -0.7754
O  0.0687  0.2831  1.4254  -0.9997
O  0.2325  0.5310  -1.5344  -0.8553
O  -0.8195  -2.0877  -0.5484  -0.9676
O  -1.9146  -1.1371  2.9894  -0.9532
O  0.3260  3.0788  -1.6961  -0.9836
C  1.2867  -0.1702  -1.5628  0.6364
H  -0.1858  -1.5761  -0.0150  0.4842
H  1.0307  0.3408  1.4816  0.4778
H  0.4021  2.7806  -0.7868  0.4752
H  -1.2246  -1.3282  -0.9977  0.4727
H  -1.2505  -1.3271  2.3164  0.4957
H  -0.0483  0.2932  0.4558  0.4959
H  -0.0145  2.3308  -2.1898  0.4996
H  -1.3985  -0.9771  3.7856  0.4544
H  1.7052  -0.3457  -2.5611  0.0428

Results
* charge: -1
* 2S+1: 1
* relative energy (zero: lowest compared OMol25 entry of this formula, charge and spin): 17.8 kcal per mole
* electronic energy: -495.03006 hartree
* orbital gap: 9.31 eV

=====

# 4
DFT (ωB97M-V/def2-TZVPD) results for a structure of composition CHAlF18O3P3 in a non-equilibrium geometry.

Each line ends with the natural charge from an NBO analysis.
Atoms and positions in Å:
P  -2.6001  -1.3537  1.9111  2.6053
P  1.0321  -0.5000  -2.6727  2.5964
P  2.2429  0.0390  1.2979  2.6245
Al  -0.6336  -0.2681  -0.1088  2.1513
F  2.0354  -0.6270  -1.3884  -0.5676
F  0.2801  0.7111  -1.8651  -0.5907
F  -2.8680  0.0969  1.2811  -0.5631
F  3.4467  -0.4901  0.2626  -0.5789
F  -0.0839  -1.4995  -2.0638  -0.5776
F  -2.4428  -2.7920  2.4827  -0.5487
F  -4.1200  -1.7861  1.5838  -0.5818
F  1.3620  -1.2273  0.9696  -0.5916
F  1.3567  0.5623  -0.0068  -0.5538
F  -2.2380  -1.7368  0.3748  -0.5832
F  2.1926  0.4680  -3.3006  -0.5656
F  3.1395  1.3341  1.5223  -0.5493
F  1.7478  -1.8077  -3.2675  -0.5692
F  2.9419  -0.8025  2.5017  -0.5799
F  -3.0973  -0.8469  3.3538  -0.5615
F  1.0588  0.4654  2.2840  -0.5729
F  -1.0175  -0.9357  2.1104  -0.5550
F  -0.0247  -0.3050  -3.9800  -0.5764
O  -0.7889  3.7101  -0.5492  -0.6393
O  -1.3433  1.5889  -1.0226  -0.8459
O  0.5381  1.9697  -0.1040  -0.6535
C  -0.4882  2.4175  -0.6007  0.9439
H  -1.6280  3.6154  -1.0058  0.4842

Results
* charge: -1
* 2S+1: 1
* relative energy (zero: lowest compared OMol25 entry of this formula, charge and spin): 0.0 kcal per mole
* electronic energy: -3329.04475 hartree
* orbital gap: 5.98 eV

=====

# 5
DFT (ωB97M-V/def2-TZVPD) results for a structure of composition CHBaO2 in a non-equilibrium geometry.

Each line ends with the Mulliken charge.
Atoms and positions in Å:
Ba  -0.4569  -0.9566  -0.5294  1.7481
O  -0.2614  0.8140  1.3306  -0.4866
O  1.1466  0.9610  -0.2920  -0.5550
C  0.8055  1.5857  0.7343  -0.0368
H  -0.2710  1.0726  2.2780  0.3303

Results
* charge: +1
* 2S+1: 1
* relative energy (zero: lowest compared OMol25 entry of this formula, charge and spin): 0.0 kcal per mole
* electronic energy: -214.41906 hartree
* orbital gap: 6.51 eV

=====

# 6
DFT (ωB97M-V/def2-TZVPD) results for a cluster of 2 separate species, CHBr2NO2 in total in a non-equilibrium geometry.

Each line ends with the natural charge from an NBO analysis.
Atoms and positions in Å:
Br  -1.2838  1.9142  -0.2974  0.1714
Br  -2.1839  -1.2009  -0.4272  0.1427
O  0.5926  1.2828  -2.4296  -0.2997
O  1.1361  -0.8484  -2.4148  -0.2962
N  0.6474  0.1628  -2.0629  0.5462
C  -0.8659  0.1059  -0.2086  -0.4719
H  -0.1239  -0.1508  0.5369  0.2074

Results
* charge: 0
* 2S+1: 1
* relative energy (zero: lowest compared OMol25 entry of this formula, charge and spin): 37.5 kcal per mole
* electronic energy: -5391.78577 hartree
* orbital gap (alpha / beta): 7.83 / 8.77 eV

=====

# 7
DFT (ωB97M-V/def2-TZVPD) results for a structure of composition CHBr3O in a non-equilibrium geometry.

Each line ends with the natural charge from an NBO analysis.
Atoms and positions in Å:
Br  -2.7479  1.0120  0.4913  -0.1952
Br  0.4531  -1.7760  0.9905  0.0552
Br  1.5337  1.1985  0.6436  0.0484
O  1.4083  -0.6820  -1.3538  -0.4694
C  1.1325  -0.4645  -0.2512  0.3649
H  -1.7797  0.7120  -0.5203  0.1962

Results
* charge: 0
* 2S+1: 1
* relative energy (zero: lowest compared OMol25 entry of this formula, charge and spin): 0.0 kcal per mole
* electronic energy: -7835.97990 hartree
* orbital gap: 10.51 eV

=====

# 8
DFT (ωB97M-V/def2-TZVPD) results for a structure of composition CHBr4O2P in a non-equilibrium geometry.

Each line ends with the natural charge from an NBO analysis.
Atoms and positions in Å:
Br  -1.0302  1.6955  -1.9895  -0.3452
Br  1.9453  -0.0901  1.6181  0.1256
Br  2.0672  -0.4133  -1.4855  0.1209
Br  1.0742  -2.8053  0.4076  0.1382
P  -0.4474  1.1564  0.2034  1.3922
O  -1.8958  1.0771  0.8004  -0.9992
O  -0.2349  -0.4625  -0.0092  -0.8479
C  1.1246  -0.9046  0.1144  -0.0935
H  -2.6030  0.7467  0.3403  0.5089

Results
* charge: 0
* 2S+1: 1
* relative energy (zero: lowest compared OMol25 entry of this formula, charge and spin): 16.8 kcal per mole
* electronic energy: -10826.63600 hartree
* orbital gap: 9.63 eV

=====

# 9
DFT (ωB97M-V/def2-TZVPD) results for a cluster of 2 separate species, CHBrCl2S in total in a non-equilibrium geometry.

Each line ends with the natural charge from an NBO analysis.
Atoms and positions in Å:
Br  2.0872  -1.3050  -0.2471  -0.2065
Cl  -0.7318  0.9687  1.4965  0.0380
Cl  -0.5974  1.3579  -1.3382  0.1265
S  -1.5791  -1.2057  -0.3853  0.1553
C  -1.0851  0.3264  -0.1164  -0.3180
H  1.9061  -0.1423  0.5905  0.2048

Results
* SMILES: S=C(Cl)Cl.Br
* charge: 0
* 2S+1: 1
* relative energy (zero: lowest compared OMol25 entry of this formula, charge and spin): 3.4 kcal per mole
* electronic energy: -3931.25853 hartree
* orbital gap: 8.57 eV

=====

# 10
DFT (ωB97M-V/def2-TZVPD) results for an isolated molecule of CHBrCl2S in a non-equilibrium geometry.

Each line ends with the natural charge from an NBO analysis.
Atoms and positions in Å:
Br  -1.2281  -1.6710  -0.1110  0.1204
Cl  -1.5572  1.3957  -0.7033  -0.0561
Cl  -0.0928  0.5113  1.6536  0.0474
S  1.2345  0.0702  -0.9334  0.0946
C  -0.3149  0.0381  -0.0266  -0.3513
H  1.9586  -0.3441  0.1206  0.1450

Results
* SMILES: SC(Cl)(Cl)Br
* charge: 0
* 2S+1: 1
* relative energy (zero: lowest compared OMol25 entry of this formula, charge and spin): 4.8 kcal per mole
* electronic energy: -3931.25639 hartree
* orbital gap: 9.77 eV

=====

# 11
DFT (ωB97M-V/def2-TZVPD) results for a cluster of 3 separate species, CHBrClFN5O2 in total in a non-equilibrium geometry.

Each line ends with the natural charge from an NBO analysis.
Atoms and positions in Å:
Br  3.9404  -1.5001  -1.3293  0.4102
Cl  0.5692  6.2502  6.1825  -0.2850
F  -2.6419  -2.5151  0.5861  0.0024
O  -1.0824  -0.2087  -3.0465  -0.1810
O  -0.4648  0.5410  -1.0515  -0.2019
N  -1.1094  -0.1459  -1.8345  0.4404
N  0.2266  -2.4671  -1.1890  -0.2259
N  1.3459  -2.3832  -1.4006  0.2822
N  -2.6601  -1.6251  -0.3366  0.1678
N  2.3801  -2.0742  -1.8823  -0.3623
C  -1.9326  -1.1078  -1.1172  0.6682
H  1.4290  7.2361  6.4189  0.2850

Results
* charge: +1
* 2S+1: 1
* relative energy (zero: lowest compared OMol25 entry of this formula, charge and spin): 65.1 kcal per mole
* electronic energy: -3596.28173 hartree
* orbital gap: 4.69 eV

=====

# 12
DFT (ωB97M-V/def2-TZVPD) results for a cluster of 2 separate species, CHBrClNO in total in a non-equilibrium geometry.

Each line ends with the natural charge from an NBO analysis.
Atoms and positions in Å:
Br  -2.0599  1.1485  -0.2771  -0.2023
Cl  2.4252  1.2591  0.4899  0.1397
O  0.2538  -1.9017  -0.2838  -0.3743
N  0.8983  -0.9350  -0.0310  0.2001
C  1.6732  -0.0610  -0.1136  0.0348
H  -3.1907  0.4901  0.2157  0.2021

Results
* SMILES: [O-][N+]#CCl.Br
* charge: 0
* 2S+1: 1
* relative energy (zero: lowest compared OMol25 entry of this formula, charge and spin): 73.1 kcal per mole
* electronic energy: -3202.77917 hartree
* orbital gap: 9.87 eV

=====

# 13
DFT (ωB97M-V/def2-TZVPD) results for an isolated molecule of CHBrClNO in a non-equilibrium geometry.

Each line ends with the natural charge from an NBO analysis.
Atoms and positions in Å:
Br  -1.1277  -0.4375  1.8981  0.1158
Cl  1.7591  -0.3984  0.8596  0.0602
O  -1.2757  0.2824  -1.3366  -0.4488
N  -0.2257  0.2152  -0.7153  -0.0395
C  0.1047  -0.2041  0.4602  -0.0266
H  0.7654  0.5424  -1.1660  0.3388

Results
* SMILES: [O-]/[NH+]=C(/Cl)Br
* charge: 0
* 2S+1: 1
* relative energy (zero: lowest compared OMol25 entry of this formula, charge and spin): 60.5 kcal per mole
* electronic energy: -3202.79933 hartree
* orbital gap: 9.31 eV

=====

# 14
DFT (ωB97M-V/def2-TZVPD) results for a structure of composition CHBrClNO2 in a non-equilibrium geometry.

Each line ends with the natural charge from an NBO analysis.
Atoms and positions in Å:
Br  -0.4164  2.3196  -0.7818  0.1548
Cl  0.2464  1.2060  1.8433  0.1206
O  0.2340  -2.4683  -0.5352  -0.3348
O  -0.9599  -0.7491  -0.1345  -0.3987
N  -0.8068  -1.9155  -0.6781  0.3984
C  0.3518  0.8832  0.2120  -0.1376
H  1.3509  0.7240  0.0743  0.1973

Results
* charge: 0
* 2S+1: 1
* relative energy (zero: lowest compared OMol25 entry of this formula, charge and spin): 51.1 kcal per mole
* electronic energy: -3277.94333 hartree
* orbital gap (alpha / beta): 7.81 / 7.39 eV

=====

# 15
DFT (ωB97M-V/def2-TZVPD) results for a cluster of 2 separate species, CHBrF2O in total in a non-equilibrium geometry.

Each line ends with the natural charge from an NBO analysis.
Atoms and positions in Å:
Br  2.4700  0.4700  0.3117  0.3807
F  -0.9855  -0.9658  -1.0363  -0.2750
F  -0.3208  -0.8936  1.0469  -0.2757
O  1.1379  1.0421  -0.5581  -0.7352
C  -0.8378  -0.2579  0.0397  0.7422
H  -1.4638  0.6051  0.1962  0.1631

Results
* charge: 0
* 2S+1: 1
* relative energy (zero: lowest compared OMol25 entry of this formula, charge and spin): 115.0 kcal per mole
* electronic energy: -2887.51481 hartree
* orbital gap (alpha / beta): 9.02 / 7.04 eV

=====

# 16
DFT (ωB97M-V/def2-TZVPD) results for a cluster of 2 separate species, CHBrO2S in total in a non-equilibrium geometry.

Each line ends with the natural charge from an NBO analysis.
Atoms and positions in Å:
Br  1.2316  -2.1621  1.5877  -0.2225
S  -0.1626  0.3360  -0.8342  1.9997
O  -0.8471  1.4712  -1.3729  -0.8002
O  0.0065  -0.8290  -1.6307  -0.7748
C  -0.3676  0.2249  0.8183  -0.4240
H  0.1393  0.9589  1.4318  0.2218

Results
* charge: 0
* 2S+1: 1
* relative energy (zero: lowest compared OMol25 entry of this formula, charge and spin): 108.7 kcal per mole
* electronic energy: -3161.17149 hartree
* orbital gap (alpha / beta): 6.74 / 6.74 eV

=====

# 17
DFT (ωB97M-V/def2-TZVPD) results for a cluster of 2 separate species, CHCl2F2NS in total in a non-equilibrium geometry.

Each line ends with the natural charge from an NBO analysis.
Atoms and positions in Å:
Cl  -1.7589  0.3032  1.2121  0.1200
Cl  -0.7821  1.8100  -0.9199  0.1162
S  1.1068  -0.3175  0.4086  1.5445
F  2.5569  0.5000  0.2070  -0.5234
F  1.8876  -1.4886  1.2528  -0.5146
N  0.6331  -0.7798  -0.8811  -0.8669
C  -1.4077  0.2743  -0.4366  -0.1265
H  -2.2356  -0.3016  -0.8430  0.2508

Results
* charge: 0
* 2S+1: 1
* relative energy (zero: lowest compared OMol25 entry of this formula, charge and spin): 64.1 kcal per mole
* electronic energy: -1611.59797 hartree
* orbital gap (alpha / beta): 7.72 / 7.83 eV

=====

# 18
DFT (ωB97M-V/def2-TZVPD) results for a cluster of 2 separate species, CHCl2F2P in total in a non-equilibrium geometry.

Each line ends with the natural charge from an NBO analysis.
Atoms and positions in Å:
Cl  0.5899  0.3722  -2.0760  0.0399
Cl  1.9410  1.0346  0.2963  0.0036
P  0.0610  -1.3419  0.5326  1.5356
F  -2.4460  -0.6911  -0.4226  -0.6712
F  -0.0261  -0.7818  2.0271  -0.5486
C  0.3976  0.3306  -0.3030  -0.6830
H  -0.5174  1.0773  -0.0544  0.3236

Results
* charge: 0
* 2S+1: 1
* relative energy (zero: lowest compared OMol25 entry of this formula, charge and spin): 106.6 kcal per mole
* electronic energy: -1500.06662 hartree
* orbital gap (alpha / beta): 7.64 / 7.64 eV

=====

# 19
DFT (ωB97M-V/def2-TZVPD) results for an isolated molecule of CHCl2FS2 in a non-equilibrium geometry.

Each line ends with the natural charge from an NBO analysis.
Atoms and positions in Å:
Cl  2.3115  -0.3678  0.9524  0.0884
Cl  0.6499  1.9735  0.1788  -0.0180
S  -0.4551  -1.0326  0.4912  0.0786
S  -2.0288  -0.6570  -0.6559  -0.0513
F  1.2779  0.0864  -1.2776  -0.3401
C  1.0203  0.2025  0.0464  0.1308
H  -2.7757  -0.2050  0.2648  0.1116

Results
* SMILES: FC(Cl)(Cl)SS
* charge: 0
* 2S+1: 1
* relative energy (zero: lowest compared OMol25 entry of this formula, charge and spin): 0.1 kcal per mole
* electronic energy: -1855.30328 hartree
* orbital gap: 10.00 eV

=====

# 20
DFT (ωB97M-V/def2-TZVPD) results for a cluster of 2 separate species, CHCl2NOS in total.

Each line ends with the natural charge from an NBO analysis.
Atoms and positions in Å:
Cl  -4.3453  -0.2788  0.3596  -0.1120
Cl  -2.4780  -2.9237  0.1562  -0.1150
S  -3.0286  -1.4215  1.3543  0.2605
O  1.0006  -2.1968  -1.9604  -0.5179
N  -0.5406  -0.8233  -0.7773  -0.7844
C  0.1817  -1.5613  -1.4088  0.8616
H  -1.4184  -0.9958  -0.3050  0.4073

Results
* SMILES: ClSCl.N=C=O
* charge: 0
* 2S+1: 1
* relative energy (zero: lowest compared OMol25 entry of this formula, charge and spin): 9.2 kcal per mole
* electronic energy: -1487.25903 hartree
* orbital gap: 8.99 eV